Here is a structure of composition C25H38P2Sn in a non-equilibrium geometry from OMol25. Energies are from ωB97M-V/def2-TZVPD.

Each line ends with the Löwdin charge.
Atoms and positions in Å:
P: -1.66741 -2.07800 -1.79831  0.917
P: -1.27394 2.07430 -1.47146  0.919
C: -2.26446 -0.48917 -2.86740  -0.327
C: -1.55282 0.83763 -2.85488  -0.331
H: -3.29784 -0.34694 -2.53538  0.079
H: -2.30039 -0.83323 -3.91691  0.073
H: -0.54386 0.68102 -3.28300  0.011
H: -2.07192 1.50460 -3.57134  0.089
C: -2.64494 3.26167 -1.50806  -0.134
H: -2.92430 3.61370 -0.49640  0.078
H: -3.49375 2.79091 -2.04301  0.077
H: -2.22874 4.09896 -2.09932  0.069
C: 0.11344 3.08895 -2.05416  -0.187
H: -0.17625 3.41606 -3.06150  0.046
H: 1.07792 2.53452 -2.05942  -0.002
H: 0.20090 3.90958 -1.33090  0.090
C: -3.09203 -3.09882 -2.27684  -0.302
H: -3.13079 -3.84663 -1.47283  0.053
H: -2.95246 -3.58480 -3.25120  0.052
H: -3.98372 -2.46650 -2.26515  0.041
C: -0.40288 -3.27947 -2.41659  -0.303
H: 0.58091 -2.85079 -2.58822  -0.004
H: -0.70536 -3.82701 -3.31433  0.046
H: -0.29394 -4.03824 -1.61785  0.068
Sn: 2.11357 0.73300 -3.38485  1.374
C: 1.37803 1.78098 -5.06902  -0.420
C: -0.01325 1.72024 -5.19511  -0.093
C: -0.75952 0.74950 -6.03160  -0.145
C: -0.07787 -0.63754 -6.05466  -0.146
C: 0.59755 -0.99328 -4.77936  -0.104
C: 2.01983 -1.05829 -4.72476  -0.271
C: 2.86091 -0.28860 -5.75183  -0.230
C: 2.27570 1.11699 -6.13855  -0.169
C: 1.78375 -0.60265 -1.53715  -0.251
H: 1.81070 2.71140 -4.58776  0.104
H: -0.63671 2.55653 -4.85274  0.119
H: -0.88665 1.12418 -7.07050  0.157
H: -1.78812 0.63173 -5.63276  0.117
H: -0.85651 -1.38871 -6.28060  0.146
H: 0.63556 -0.68815 -6.89213  0.121
H: -0.02060 -1.60803 -4.12571  0.074
H: 2.51835 -1.92132 -4.27303  0.139
H: 3.05927 -0.92866 -6.63241  0.146
H: 3.83537 -0.04697 -5.30221  0.098
H: 3.10757 1.81987 -6.28059  0.133
H: 1.79480 1.05184 -7.12904  0.131
H: 2.26502 0.18411 -0.92198  -0.060
H: 2.45778 -1.48784 -1.50584  0.022
H: 0.84201 -0.96752 -1.04230  -0.014
C: 1.17703 2.40239 3.72236  -0.031
C: 2.01848 1.99627 2.65358  -0.024
C: 1.48159 1.85332 1.37299  -0.016
C: 0.09589 1.95183 1.14774  -0.147
C: -0.57290 1.41054 -0.01711  -0.301
C: -1.67374 0.55366 0.22377  -0.147
C: -2.64140 0.98022 1.15753  -0.029
C: -2.14547 1.83604 2.13486  0.025
C: -0.76607 2.17724 2.26232  -0.159
C: -0.19484 2.49695 3.51283  -0.002
H: 1.59451 2.59952 4.71554  0.123
H: 3.08412 1.86191 2.84030  0.120
H: 2.13056 1.57344 0.54800  0.089
H: -1.52372 -0.46682 -0.17368  0.023
H: -3.65846 0.57318 1.13309  0.130
H: -2.80636 2.18662 2.90096  0.124
H: -0.88980 2.76412 4.30988  0.127

Forces on atoms 1 to 2 (eV/Å):
P -0.5358 0.7039 0.2028
P 2.6047 -1.3106 -0.7366

Output
LUMO energy (spin up / spin down)   -7.073 / -7.072 eV
Total charge   +2
Energy   -1871.52635 Eh
HOMO-LUMO gap (spin up / spin down)   6.2 / 6.2 eV